# 1
A single C4H7N3 molecule, computed with ωB97M-V with the def2-TZVPD basis set.

Last column: Löwdin charge in e.
Geometry (Å):
C 1.2841 1.0019 -0.3624  -0.111
C -0.7631 0.2279 1.7247  0.003
N -0.8200 -0.7041 0.7911  -0.008
C -0.5598 -0.5598 -0.5269  -0.378
N -0.0551 0.6966 -0.8939  -0.054
C -0.6423 -1.6889 -1.3652  -0.204
N -0.7342 -2.6102 -2.0762  0.113
H 1.9756 1.2301 -1.1764  0.079
H 1.6857 0.1410 0.1859  0.087
H 1.2671 1.8564 0.3282  0.068
H -0.6325 1.2519 1.4072  0.060
H -0.8616 -0.0621 2.7583  0.062
H -0.9971 -1.6585 1.0885  0.167
H -0.1468 0.8780 -1.8829  0.117

Cartesian forces (eV/Å) of the 3 atoms listed first:
C 0.1985 0.0907 0.0428
C -0.0495 0.0059 -0.0059
N 0.0842 -0.0375 -0.0831

Results
Lowest unoccupied orbital energy (alpha / beta) in Eh: 0.0200 / 0.0200
HOMO (alpha / beta) in Ha: -0.2610 / -0.2610

---

# 2
A single C4H7N3 molecule, computed with ωB97M-V with the def2-TZVPD basis set.

Last column: Löwdin charge in e.
Geometry (Å):
N 1.0519 2.2194 0.5104  0.060
C 0.7041 0.8251 0.6018  -0.324
C -0.4334 0.0044 1.0144  0.003
C -0.6255 -0.9907 0.0064  -0.338
N -1.7014 -1.8315 -0.4184  0.064
C 0.5497 -0.9906 -0.7131  -0.130
N 1.3002 0.1149 -0.3914  0.018
H 0.6782 2.6560 -0.3352  0.083
H 0.9115 2.8466 1.2887  0.069
H -0.9143 -0.0813 1.9903  0.087
H -1.8575 -1.7183 -1.4207  0.083
H -2.6032 -1.7067 0.0233  0.073
H 1.0275 -1.8779 -1.0754  0.105
H 1.9122 0.5305 -1.0811  0.147

Cartesian forces (eV/Å) of the 3 atoms listed first:
N -0.0001 -0.2393 0.3889
C -1.0468 -0.6240 -0.6040
C -0.0370 1.0488 -0.2135

Results
Lowest unoccupied orbital energy in Eh: 0.0376
HOMO in Ha: -0.2616
SMILES: Nc1c[nH]c(N)c1

---

# 3
A molecular structure, C4H7N3, computed with ωB97M-V with the def2-TZVPD basis set.

Last column: Löwdin charge in e.
Geometry (Å):
C -1.0491 0.6849 -0.5243  -0.095
C -1.0827 -0.5502 0.3566  -0.223
N 0.2448 -0.6687 0.9486  0.030
C 1.2838 -0.3221 0.1380  -0.437
N 2.5020 -0.6440 0.3046  0.138
C 0.8140 0.5076 -1.0265  -0.304
N 1.1899 0.9869 -2.0850  0.141
H -0.1538 0.9463 -1.6678  0.117
H -1.0980 1.6118 0.0516  0.100
H -1.8465 0.6684 -1.2791  0.105
H -1.3474 -1.4393 -0.2351  0.119
H -1.8221 -0.4455 1.1568  0.116
H 0.4298 -1.3955 1.6243  0.142
H 3.0730 -0.2259 -0.4310  0.050

Cartesian forces (eV/Å) of the 3 atoms listed first:
C -0.2627 0.0110 0.1445
C -0.1349 0.0168 -0.0495
N 0.1699 -0.0467 -0.0027

Results
Lowest unoccupied orbital energy in Eh: 0.0268
HOMO in Ha: -0.3134

---

# 4
A molecular structure, C4H7N3, computed with ωB97M-V with the def2-TZVPD basis set.

Last column: Löwdin charge in e.
Geometry (Å):
C -0.3643 0.8840 -0.8524  -0.372
C -0.2643 -0.5388 -0.1706  -0.320
N -0.8630 1.2214 0.4666  0.083
C 1.0317 -0.8359 0.4575  -0.215
C -1.0960 -1.5564 -0.4775  0.039
N 0.3679 1.5372 -1.6253  0.149
N 1.7010 0.0766 1.0212  0.110
H -1.5401 0.8097 1.0914  0.103
H -0.3831 1.9866 0.9371  0.091
H 0.3868 2.5427 -1.4363  0.057
H 2.4552 -0.2660 1.6133  0.054
H 1.3420 -1.8819 0.3958  0.117
H -0.7635 -2.5782 -0.3933  0.050
H -2.0103 -1.4010 -1.0276  0.055

Cartesian forces (eV/Å) of the 3 atoms listed first:
C -0.1562 -2.6109 5.7620
C 0.5289 -1.6263 -5.7421
N 0.0857 4.3291 0.3228

Results
Lowest unoccupied orbital energy in Eh: 0.0278
HOMO in Ha: -0.3053

---

Quick rundown of max |F|, same order as above: 1.14; 1.36; 0.61; 6.33 eV/Å
Quick rundown of ΔE to the lowest compared entry with this formula, charge and spin, same order as above: 237.2; 168.7; 424.4; 357.8 kJ/mol
Quick rundown of E_tot, same order as above: -8729.22064; -8729.93048; -8727.28037; -8727.97065 eV